C54H75F11O54 | the ωB97M-V functional and the def2-TZVPD basis

XYZ file:
```
194
Properties=species:S:1:pos:R:3
C 4.2203 1.9160 -0.5495
C 3.8858 2.7227 -1.8062
O 2.7816 3.5356 -1.3940
C 2.2365 3.0726 -0.2623
O 1.4168 3.7710 0.4067
O 3.0746 2.1251 0.2910
F 3.3835 1.7738 -2.6624
H 5.1354 2.3728 -0.1727
H 4.2967 0.8665 -0.8336
H 4.6947 3.1542 -2.3958
C 3.0157 -2.3247 3.1222
C 3.0485 -3.6965 2.5142
O 4.3251 -4.1634 2.9518
C 5.0984 -3.0713 3.0650
O 6.2679 -3.0032 3.3845
O 4.3199 -1.9298 2.9340
F 3.1187 -3.5829 1.2580
H 2.7583 -2.3057 4.1812
H 2.2831 -1.7109 2.5981
H 2.1647 -4.2727 2.7879
C -0.7513 5.3865 3.3562
C -1.7441 6.4593 3.9105
O -0.8505 7.3946 4.5033
C 0.3507 6.7515 4.7111
O 1.4043 7.1480 5.2194
O 0.3558 5.4745 4.2521
F -2.5552 5.8972 4.8086
H -0.3924 5.6443 2.3598
H -1.1240 4.3655 3.2742
H -2.3198 6.8747 3.0834
C -3.2124 -2.3774 -1.7096
C -3.0164 -2.4841 -3.1842
O -3.4912 -1.2389 -3.6347
C -4.0935 -0.4874 -2.6069
O -4.5262 0.6345 -2.7073
O -4.0163 -1.2263 -1.4646
F -3.8083 -3.4429 -3.7183
H -2.2384 -2.1306 -1.2871
H -3.5759 -3.2953 -1.2475
H -1.9893 -2.5555 -3.5421
C -0.1820 -6.6755 -5.0379
C -0.6187 -7.6452 -3.9249
O -0.4575 -6.8528 -2.8004
C -0.6391 -5.5776 -3.0978
O -0.8811 -4.6700 -2.3201
O -0.5378 -5.4381 -4.4762
F 0.3047 -8.6271 -3.7864
H -0.8608 -6.8349 -5.8757
H 0.8587 -6.7249 -5.3582
H -1.6139 -8.0860 -3.9832
C -2.5040 -4.8096 4.2647
C -3.7138 -5.0684 3.3550
O -3.1110 -4.6017 2.1794
C -1.8055 -4.9371 2.1724
O -1.0310 -4.9435 1.2179
O -1.5128 -5.3702 3.4107
F -4.8369 -4.3212 3.6588
H -2.5271 -5.4248 5.1642
H -2.4106 -3.7481 4.4940
H -4.0818 -6.0818 3.1945
C 3.0505 -4.1969 -4.4872
C 3.8950 -2.9818 -4.3179
O 2.9695 -2.0546 -4.7754
C 2.1522 -2.5110 -5.6414
O 1.5092 -1.8946 -6.4892
O 2.1245 -3.7949 -5.4759
F 4.9732 -2.9203 -5.1480
H 2.5112 -4.7798 -3.7405
H 3.6240 -4.9097 -5.0797
H 4.1526 -2.7176 -3.2923
C -5.4952 4.1514 3.1402
C -5.5571 2.8731 2.3286
O -4.8064 3.1772 1.1896
C -4.4156 4.4007 1.1871
O -3.7293 4.8226 0.3054
O -4.9821 5.0464 2.1603
F -6.8283 2.5660 2.0836
H -4.8230 4.1332 3.9980
H -6.4536 4.4772 3.5443
H -5.1327 2.0387 2.8869
C 0.6540 0.6751 -4.1243
C 1.1294 1.2421 -5.4874
O -0.0678 0.9920 -6.2055
C -0.6957 -0.0517 -5.7222
O -1.6567 -0.6386 -6.2302
O -0.2029 -0.3234 -4.5695
F 2.1652 0.5695 -5.8701
H 0.0592 1.5014 -3.7351
H 1.3167 0.2839 -3.3523
H 1.4502 2.2717 -5.3285
C -6.4927 2.3607 -4.7516
C -5.2088 3.0955 -4.3895
O -5.5854 4.4536 -4.6230
C -6.8778 4.5578 -5.0582
O -7.5386 5.5838 -5.4134
O -7.4800 3.4670 -5.0105
F -4.1528 2.7874 -5.1894
H -6.6335 1.6254 -3.9594
H -6.2863 1.7612 -5.6382
H -4.8798 2.8030 -3.3924
C 6.6764 1.2922 -4.4387
C 7.5963 0.1278 -4.7578
O 7.1108 -0.8931 -3.8641
C 6.2519 -0.4591 -3.0612
O 5.6343 -1.1372 -2.1418
O 6.1565 0.9004 -3.2011
F 8.7711 0.4517 -4.2804
H 6.0346 1.3129 -5.3194
H 7.1554 2.2709 -4.4093
H 7.7976 -0.2409 -5.7636
C -3.2923 2.1492 6.8409
O -2.9326 0.8954 6.3048
C -2.8872 0.8165 5.0144
O -3.1090 1.7417 4.2341
O -2.6232 -0.4533 4.7219
C -2.3561 -0.8705 3.4412
H -2.3641 2.7183 6.8942
H -3.4054 1.8662 7.8874
H -4.1590 2.7029 6.4797
H -1.6660 -0.1200 3.0556
H -3.1393 -0.8622 2.6833
H -1.8699 -1.8393 3.3263
C 4.5609 -8.8739 -2.4258
O 3.8563 -8.5065 -1.2719
C 2.7506 -7.7274 -1.4307
O 2.3044 -7.3139 -2.4833
O 2.2916 -7.4415 -0.1954
C 1.0723 -6.6574 -0.0403
H 5.6003 -9.1870 -2.3266
H 4.7791 -8.0739 -3.1332
H 3.9922 -9.6001 -3.0067
H 0.9755 -5.7696 -0.6653
H 1.0139 -6.3321 0.9984
H 0.1207 -7.1607 -0.2110
C 0.5154 -2.2259 -0.1249
O -0.3508 -1.2807 0.4670
C -0.5781 -0.0945 -0.0753
O -0.0937 0.2659 -1.2128
O -1.2970 0.6648 0.7713
C -1.7451 1.9948 0.4640
H 1.2874 -1.6335 -0.6161
H -0.0882 -2.6729 -0.9148
H 0.8437 -3.0844 0.4610
H -2.6810 2.1936 -0.0583
H -0.9245 2.6196 0.1114
H -1.9633 2.5807 1.3568
C -3.8055 6.8131 -3.0664
O -3.0225 8.0410 -2.8275
C -3.4395 8.7404 -1.8236
O -4.4031 8.4516 -1.0368
O -2.7596 9.9079 -1.8777
C -2.6592 10.7423 -0.8274
H -3.6024 6.1699 -2.2102
H -3.5743 6.4377 -4.0633
H -4.8835 6.9489 -3.1529
H -2.0741 10.3426 0.0009
H -3.6420 10.8631 -0.3717
H -2.0286 11.5734 -1.1433
C 3.8277 -8.8300 5.6699
O 2.7581 -8.2900 4.9465
C 2.9933 -7.8184 3.6285
O 2.2290 -7.1973 2.9357
O 4.0615 -8.1753 3.1757
C 4.6065 -7.7843 1.9455
H 3.7335 -8.2523 6.5894
H 4.8123 -8.4635 5.3794
H 3.8437 -9.9181 5.7323
H 3.9752 -8.4069 1.3115
H 5.6020 -8.1763 1.7372
H 4.5672 -6.7195 1.7162
C -0.1046 6.2583 -1.3146
O 0.5328 7.2597 -0.5871
C -0.0421 8.0659 0.3525
O -1.1720 7.8906 0.8142
O 0.9499 8.7798 0.8106
C 0.6606 9.6728 1.8759
H 0.6921 5.5880 -1.6371
H -0.5420 6.7277 -2.1958
H -0.7938 5.6625 -0.7161
H 1.5214 10.3371 1.7994
H 0.4568 9.3662 2.9019
H -0.2309 10.2580 1.6507
C 0.1129 0.3974 7.7913
O 0.4534 1.2672 6.7233
C 0.8401 0.9330 5.5485
O 0.8390 -0.2348 5.1790
O 1.1223 2.0308 4.9353
C 1.4794 1.8642 3.5180
H 0.1941 0.8413 8.7835
H 0.8951 -0.3558 7.6966
H -0.9350 0.1535 7.6168
H 0.5627 1.7080 2.9493
H 2.2202 1.1440 3.1708
H 2.0241 2.7852 3.3103
```

Computed properties:
Lowest unoccupied orbital energy, eV: 0.1
HOMO energy, eV: -9.9471
Net charge: 0
HOMO-LUMO gap, eV: 10.007